1.
Formula: C4H6IP
Source: the OMol25 dataset
Level of theory: ωB97M-V with the def2-TZVPD basis set

Last column: natural (NBO) charge in e.
Element x y z (Å)
C 1.10 -0.59 -0.06  -0.218
C 1.50 0.62 0.21  -0.307
C -0.31 -0.85 -0.21  -0.492
C -1.03 0.41 -0.62  -0.759
P -0.37 1.80 0.34  0.585
I -1.09 0.80 2.49  -0.179
H 1.87 -1.39 -0.07  0.222
H 2.39 1.02 0.30  0.185
H -0.26 -1.75 -0.84  0.229
H -0.87 -1.17 0.72  0.244
H -0.79 0.67 -1.73  0.241
H -2.14 0.43 -0.52  0.249

Properties
Lowest unoccupied orbital energy (eV): 0.20
Kohn-Sham gap (eV): 9.1
Structure (SMILES): IP1C=CCC1
HOMO level (eV): -8.87
Spin multiplicity: 1
Relative energy (zero: lowest compared OMol25 entry of this formula, charge and spin) (eV): 1.677



2.
Formula: C4H6InO2
Source: the OMol25 dataset
Level of theory: ωB97M-V with the def2-TZVPD basis set

Last column: natural (NBO) charge in e.
Element x y z (Å)
C 0.56 -0.13 -1.31  0.363
O 0.41 0.65 -2.41  -0.651
H 0.68 -1.18 -1.59  0.218
H 0.11 1.53 -2.18  0.482
C -1.57 -0.85 1.56  -0.307
C -0.34 -0.78 1.04  -0.272
C 0.06 0.22 0.02  0.016
O 1.49 0.29 -0.30  -0.689
In 2.66 2.10 -0.06  0.962
H -2.36 -0.16 1.25  0.207
H 0.43 -1.47 1.36  0.234
H -1.73 -1.43 2.47  0.234
H -0.38 1.22 0.13  0.203

Properties
Lowest unoccupied orbital energy (eV): -4.74
Kohn-Sham gap (eV): 9.0
Total charge: +1
HOMO level (eV): -13.75
Spin multiplicity: 1
Relative energy (zero: lowest compared OMol25 entry of this formula, charge and spin) (eV): 0.000



3.
Formula: C4H6IrO2
Source: the OMol25 dataset
Level of theory: ωB97M-V with the def2-TZVPD basis set

Last column: natural (NBO) charge in e.
Element x y z (Å)
O 2.04 -0.30 -1.04  -0.714
C 2.31 -0.20 0.24  0.080
H 1.14 -0.84 -1.10  0.473
H 1.67 0.62 0.66  0.120
C -0.06 -1.19 -0.04  -0.661
C -0.61 -0.22 0.74  -0.212
C -1.25 1.02 0.13  -0.130
O -1.55 0.88 -1.22  -0.727
Ir -1.24 -0.89 -1.78  0.909
H -0.55 -0.20 1.84  0.218
H 0.82 -1.80 0.50  0.262
H -0.56 1.88 0.32  0.194
H -2.16 1.24 0.73  0.187

Properties
Lowest unoccupied orbital energy (alpha / beta) (eV): -1.17 / -1.74
Kohn-Sham gap (alpha / beta) (eV): 5.8 / 7.9
HOMO level (alpha / beta) (eV): -6.99 / -9.63
Spin multiplicity: 6
Relative energy (zero: lowest compared OMol25 entry of this formula, charge and spin) (eV): 0.639



4.
Formula: C4H6LaLiO
Source: the OMol25 dataset
Level of theory: ωB97M-V with the def2-TZVPD basis set

Last column: natural (NBO) charge in e.
Element x y z (Å)
C 1.71 -0.61 -0.90  -0.254
C 2.41 0.07 -0.07  -0.753
H 3.42 0.19 0.30  0.243
H 0.99 0.18 1.16  0.500
O -0.20 -0.31 1.19  -0.970
C -0.83 0.74 0.43  -0.118
C -1.02 0.21 -0.97  -0.929
Li 0.67 -1.90 0.67  0.857
La -2.81 -2.14 0.17  0.626
H -0.11 1.58 0.49  0.163
H -1.65 1.31 0.91  0.180
H -0.88 -0.28 -1.95  0.275
H -1.71 0.95 -1.43  0.181

Properties
Lowest unoccupied orbital energy (alpha / beta) (eV): -0.75 / -0.75
Kohn-Sham gap (alpha / beta) (eV): 5.3 / 5.3
HOMO level (alpha / beta) (eV): -6.04 / -6.05
Spin multiplicity: 1



5.
Formula: C4H6N
Source: the OMol25 dataset
Level of theory: ωB97M-V with the def2-TZVPD basis set

Last column: natural (NBO) charge in e.
Element x y z (Å)
C 0.69 -0.01 -0.17  0.014
C 1.99 0.06 0.18  -0.267
C -1.28 0.50 0.36  -0.219
C -0.55 -0.70 -0.30  0.312
N -0.36 0.84 -0.66  -0.423
H 2.71 0.94 0.13  0.274
H 2.56 -0.92 0.60  0.283
H -2.31 0.54 0.04  0.267
H -0.85 0.71 1.34  0.259
H -2.17 -3.27 0.09  0.021
H -0.44 1.30 -1.61  0.479

Properties
Lowest unoccupied orbital energy (alpha / beta) (eV): -3.82 / -7.82
Kohn-Sham gap (alpha / beta) (eV): 11.5 / 6.4
Total charge: +1
HOMO level (alpha / beta) (eV): -15.32 / -14.23
Spin multiplicity: 1
Relative energy (zero: lowest compared OMol25 entry of this formula, charge and spin) (eV): 8.034



6.
Formula: C4H6N
Source: the OMol25 dataset
Level of theory: ωB97M-V with the def2-TZVPD basis set

Last column: natural (NBO) charge in e.
Element x y z (Å)
C 0.96 0.86 -0.46  0.047
C 0.04 1.21 0.56  -0.248
C 1.37 0.16 0.76  -0.123
C -0.14 -0.01 1.24  0.285
N -1.13 -1.23 -0.53  -1.030
H 0.87 0.92 -1.54  0.292
H -0.20 2.21 0.92  0.281
H 2.37 0.01 1.15  0.297
H -1.41 -0.52 -1.24  0.382
H -1.97 -1.47 0.03  0.406
H -0.75 -2.14 -0.90  0.411

Properties
Lowest unoccupied orbital energy (alpha / beta) (eV): -6.22 / -6.22
Kohn-Sham gap (alpha / beta) (eV): 8.3 / 8.3
Total charge: +1
HOMO level (alpha / beta) (eV): -14.51 / -14.51
Spin multiplicity: 1
Relative energy (zero: lowest compared OMol25 entry of this formula, charge and spin) (eV): 5.124